(1)
Computed, not measured: C12H16MgN2O5 as an isolated structure at a distorted geometry, with ωB97M-V with the def2-TZVPD basis set.

## Properties
Net charge   +2

XYZ file:
```
36
Properties=species:S:1:pos:R:3:forces:R:3:nbo_charge:R:1
Mg 0.352569 0.288545 -0.267780 0.5773 0.6368 0.7733 1.686
C -0.894698 -0.537443 1.530426 -2.3195 -1.4851 3.9406 0.389
O -1.482126 -0.934354 2.435383 2.1731 1.4793 -3.3232 -0.349
C -1.234663 -1.317861 -1.065387 -3.0413 -2.8199 -0.5114 0.382
O -2.083595 -2.087146 -1.090993 2.8583 2.5589 -0.0311 -0.339
C 1.446540 -1.795990 -0.007859 2.0987 -3.6492 0.9415 0.403
O 1.918256 -2.809397 0.252057 -1.7411 3.6897 -0.9853 -0.330
C -1.603175 1.548708 -0.657813 -3.7402 2.5629 -0.3309 0.402
O -2.596610 2.123289 -0.725225 3.8140 -2.2270 0.2298 -0.328
C 2.257099 1.339718 -4.309584 -0.3660 -0.3174 0.0701 -0.410
H 1.998646 2.404680 -4.200958 0.1825 -0.5702 -0.1332 0.207
H 3.249669 1.024436 -3.951649 -0.5118 0.1959 -0.2720 0.206
C 1.406901 0.466457 -4.879434 0.1547 0.2136 0.4018 -0.398
H 1.672658 -0.594636 -5.007392 -0.1171 0.6071 -0.0018 0.207
H 0.422690 0.785548 -5.256914 0.5809 -0.1645 0.1397 0.208
C -0.197422 3.511185 1.966875 -0.1094 -0.1074 -0.1339 -0.418
N 0.505315 2.548623 2.829625 0.1449 -0.4774 -1.0679 -0.410
C 0.212934 2.629830 4.251801 0.2392 0.6182 0.6392 -0.217
C 0.658328 1.373597 4.950139 -0.3162 -0.3091 0.4442 -0.423
C 2.060017 1.000203 4.547680 0.3622 0.4551 0.4644 -0.221
N 2.108908 0.845687 3.105852 -0.2893 0.2791 -1.1338 -0.408
C 3.178940 0.006985 2.553586 -0.0399 -0.1855 -0.0914 -0.417
C 1.328335 1.607570 2.298751 0.0634 0.0839 0.4178 0.811
O 1.372202 1.438207 1.013465 -0.6332 -0.6107 -0.3740 -0.948
H 0.177267 3.439033 0.943097 0.0265 0.1001 0.2845 0.223
H -0.039439 4.540646 2.324470 0.0180 -0.4396 -0.0170 0.247
H -1.281124 3.311304 1.962797 0.2785 0.0716 0.1245 0.200
H 0.721254 3.504684 4.684673 -0.0787 -0.1305 -0.1786 0.222
H -0.862783 2.796884 4.398494 0.2102 -0.0935 -0.2083 0.229
H -0.018671 0.559086 4.675087 -0.0001 -0.0602 0.1964 0.202
H 0.613798 1.518820 6.034326 -0.1023 -0.0892 -0.2133 0.264
H 2.380556 0.064899 5.015356 -0.0951 0.0891 -0.1521 0.237
H 2.762802 1.785398 4.871908 -0.0624 -0.2222 -0.1300 0.220
H 4.149922 0.288113 2.987084 -0.3622 -0.0343 -0.0813 0.244
H 2.988780 -1.054100 2.772203 0.0741 0.2792 0.0775 0.208
H 3.233111 0.138943 1.472088 0.0696 0.0723 0.2251 0.220
```
Forces are in eV/Å.


(2)
Computed, not measured: a 3-piece molecular cluster, C30H39ClF7IN4O5 overall, with ωB97M-V with the def2-TZVPD basis set.

## Properties
Net charge   0

XYZ file:
```
87
Properties=species:S:1:pos:R:3:forces:R:3:lowdin_charge:R:1
C 0.391951 -5.805861 1.304550 0.1258 0.0181 0.0868 -0.120
O -0.617465 -5.173415 2.054982 -0.1176 0.0966 -0.1051 -0.196
C -0.354575 -3.798369 2.342899 -0.0179 -0.3581 -0.0735 -0.218
C -1.636500 -2.986506 2.186386 0.0544 0.0153 -0.0256 -0.150
C -1.718019 -2.123296 0.908298 0.1316 -0.0621 0.5094 -0.165
C -2.221076 -0.719598 1.227736 -0.2391 -0.2544 0.1528 -0.097
C -2.387946 0.201037 0.038662 0.2028 -0.0973 -0.1709 -0.497
F -3.033224 1.345450 0.511396 0.0208 0.0385 -0.0450 0.054
C -3.271880 -0.405660 -1.060917 -0.1997 0.2949 0.3683 -0.067
C -3.885124 0.659970 -1.933453 -0.3463 0.1451 -0.1722 -0.773
O -5.004396 1.048021 -1.857891 0.4025 -0.1476 0.0091 0.080
Cl -2.787209 1.305839 -3.168608 0.0181 0.0192 -0.0164 0.712
O -1.196787 0.564647 -0.588875 -0.1465 -0.0498 0.0320 -0.018
C -0.191844 1.234564 0.138202 0.1077 0.3762 0.2316 -0.300
N -0.462903 2.631391 0.333181 -0.0134 -0.2208 -0.0642 0.142
C 1.090053 1.009923 -0.701559 -0.2030 -0.0985 -0.0091 -0.328
C 1.451033 -0.486476 -0.750317 -0.1140 -0.1257 -0.3694 -0.010
C 1.209171 -1.198586 -2.061928 -0.0606 0.1243 -0.0773 -0.194
C 2.198931 -1.252817 -3.035241 -0.0123 -0.0709 -0.0205 -0.018
C 1.974071 -1.895423 -4.242980 -0.1449 -0.0735 -0.0829 -0.030
C 0.757230 -2.510790 -4.517110 0.0329 0.0127 0.1125 -0.274
C 0.491219 -3.189602 -5.830823 -0.1952 0.2345 0.0034 -0.051
C -0.224578 -2.472570 -3.529843 0.0652 0.0092 -0.0011 -0.031
C -0.002916 -1.824726 -2.327381 -0.0895 -0.0125 0.0068 -0.026
O 0.807687 1.417510 -2.070348 0.4209 -0.0034 -0.1409 0.088
C 0.854556 2.666884 -2.369701 -0.2473 -0.3606 0.5747 -0.335
N 0.857257 3.780033 -2.646200 0.1223 0.5756 -0.3874 0.201
O 2.012254 1.879693 -0.095482 0.2810 -0.0230 -0.1399 -0.052
C 3.378795 1.867613 -0.299741 -0.2142 0.2690 0.0122 -0.777
F 3.699073 1.286594 -1.490184 -0.1152 -0.0479 0.0320 0.027
I 4.033457 3.931968 -0.365329 -0.1324 -0.2503 -0.1201 1.051
C 4.095922 1.072211 0.858652 0.2215 0.0382 -0.1319 -0.429
F 4.628764 1.909513 1.759170 -0.0686 0.1195 0.1738 0.079
F 3.197891 0.305858 1.506786 -0.0178 -0.1559 0.0447 0.148
C 5.264106 0.161388 0.391526 -0.2970 0.1057 -0.2204 -0.577
F 5.870007 -0.350813 1.447255 0.1942 -0.1413 0.3861 0.199
F 6.140326 0.868137 -0.308921 0.1825 0.1573 -0.0937 0.183
F 4.826671 -0.848591 -0.361358 -0.1314 -0.1511 -0.0942 0.172
H 0.203452 -6.876467 1.333784 -0.0453 -0.0255 -0.0367 0.085
H 1.385797 -5.620822 1.724186 0.0335 -0.0183 0.0437 0.087
H 0.392300 -5.468490 0.262238 -0.0150 0.0288 -0.0310 0.086
H 0.431070 -3.441442 1.669701 0.0076 0.1367 -0.0270 0.111
H 0.018365 -3.724273 3.365017 0.0473 0.0217 0.0286 0.093
H -1.750764 -2.360379 3.072424 -0.0085 0.0914 -0.0110 0.079
H -2.453174 -3.708947 2.193587 -0.0853 0.0441 0.1193 0.119
H -0.713565 -2.055107 0.488189 -0.1677 -0.0683 -0.1787 0.080
H -2.377434 -2.612572 0.193127 0.1140 0.0094 -0.2253 0.118
H -1.558786 -0.271345 1.969988 -0.0268 0.1578 -0.0255 0.127
H -3.204229 -0.783818 1.700076 -0.0066 0.0083 0.0357 0.139
H -4.115151 -0.899102 -0.578690 0.0546 -0.1499 -0.0370 0.142
H -2.681811 -1.099850 -1.650996 -0.0769 -0.0126 -0.0523 0.107
H 0.012287 0.748468 1.098068 0.0059 0.0077 0.0239 0.161
H -1.302246 2.923318 -0.143323 -0.0227 0.0217 -0.0801 0.098
H -0.513855 2.887158 1.305941 -0.0526 0.0190 0.0249 0.098
H 2.488683 -0.634903 -0.498828 0.1608 0.0545 0.1730 0.100
H 0.845886 -0.969182 0.015192 0.1895 0.0025 0.1295 0.111
H 3.165197 -0.800499 -2.865570 0.0524 0.1103 0.1130 0.109
H 2.757170 -1.919522 -4.990269 0.0459 0.0032 -0.0024 0.112
H 1.385331 -3.243065 -6.446790 0.0655 -0.1145 0.0211 0.074
H 0.082060 -4.186514 -5.676125 0.0861 -0.1025 -0.0551 0.079
H -0.255520 -2.623580 -6.392541 -0.0030 -0.0203 -0.0301 0.084
H -1.179491 -2.956321 -3.696797 -0.0307 -0.0279 -0.0733 0.115
H -0.795075 -1.805355 -1.588035 0.2133 -0.0069 -0.0766 0.075
C 0.487115 8.310525 -2.065287 -0.0165 0.0096 -0.0134 -0.109
C 1.189537 8.134930 -3.405846 -0.0454 0.0262 0.0835 -0.258
C 2.213579 6.993784 -3.390762 -0.0691 0.0596 -0.0716 -0.192
C 3.274271 7.224187 -2.413982 -0.1915 -0.0948 -0.2482 -0.261
N 4.106696 7.408844 -1.649216 0.3062 0.0195 0.3438 0.135
H 1.196498 8.574858 -1.279772 0.0155 -0.0197 0.0025 0.070
H -0.257923 9.104436 -2.120968 -0.0020 -0.0022 0.0020 0.070
H -0.020399 7.391434 -1.767205 0.0113 -0.0124 -0.0041 0.077
H 1.685650 9.065681 -3.688765 0.0159 -0.0149 -0.0210 0.108
H 0.453834 7.917307 -4.181634 0.0309 -0.0366 -0.0242 0.107
H 2.680899 6.877482 -4.369495 0.0099 -0.0030 -0.0101 0.119
H 1.736264 6.045165 -3.143713 -0.0600 -0.0734 0.0191 0.073
C -4.361788 -2.309005 5.754008 0.0030 -0.0363 -0.0056 -0.105
C -3.814120 -3.567812 6.415151 -0.0515 0.0651 -0.0572 -0.256
C -2.494801 -3.324678 7.159122 -0.1252 -0.0175 -0.0143 -0.185
C -1.449164 -2.854030 6.253884 -0.2011 -0.1940 0.2489 -0.218
N -0.641344 -2.514103 5.518063 0.2973 0.2187 -0.2809 0.167
H -3.673226 -1.928791 4.997543 0.0205 0.0085 0.0143 0.059
H -5.312365 -2.515373 5.263158 -0.0075 0.0060 0.0026 0.074
H -4.527687 -1.518127 6.487609 0.0019 0.0078 0.0036 0.079
H -3.661193 -4.344165 5.663488 0.0164 -0.0219 0.0136 0.111
H -4.540212 -3.955879 7.130808 0.0312 -0.0198 0.0317 0.108
H -2.142622 -4.242037 7.631652 0.0160 0.0102 0.0253 0.119
H -2.627993 -2.577189 7.943151 -0.0014 0.0002 0.0149 0.121
```
Forces are in eV/Å.


Table of energy relative to the best compared isomer or geometry (same formula, charge and spin) (kJ/mol), in record order: 0.0; 0.0
Table of calculated total energy (Ha), in record order: -1152.110973; -3218.681452
Table of HOMO-LUMO gap (eV), in record order: 7.11; 9.48